C24H25N5O5S | wB97M-V/def2-TZVPD

```
! wB97M-V def2-TZVPD RIJCOSX def2/J DEFGRID3
* xyz 0 1
C -10.1780 -1.2825 -1.7805
O -8.9451 -1.9414 -1.6226
C -7.9417 -1.2932 -0.9687
C -8.0375 -0.0244 -0.4094
C -6.9511 0.5350 0.2395
C -5.7468 -0.1507 0.3359
N -4.6463 0.4355 0.9939
C -3.7157 -0.3570 1.7721
C -2.5366 0.5797 2.0602
C -1.3794 0.2883 1.0952
O -1.4119 -0.5961 0.2739
N -0.3206 1.1233 1.3002
C 0.8922 1.1828 0.6098
C 1.1430 0.4263 -0.5348
C 2.3676 0.5293 -1.1672
C 3.3314 1.3766 -0.6603
S 4.9221 1.4898 -1.4477
O 4.9709 0.6656 -2.6143
O 5.3166 2.8613 -1.5664
N 5.9556 0.8669 -0.2503
C 5.8697 -0.4608 0.0553
N 6.9458 -1.0544 0.5597
C 6.8343 -2.3423 0.8614
C 8.0449 -3.0141 1.4224
C 5.6420 -3.0301 0.6549
C 4.5694 -2.3138 0.1378
C 3.2410 -2.9396 -0.1314
N 4.6882 -1.0227 -0.1531
C 3.0952 2.1444 0.4623
C 1.8730 2.0484 1.0988
C -3.1148 1.9796 1.8424
C -4.3636 1.7604 0.9898
O -4.9758 2.6370 0.4262
C -5.6498 -1.4209 -0.2296
C -6.7326 -1.9827 -0.8686
H -10.6462 -1.0674 -0.8143
H -10.0668 -0.3519 -2.3460
H -10.8098 -1.9703 -2.3403
H -8.9525 0.5431 -0.4675
H -7.0390 1.5223 0.6614
H -3.3652 -1.2237 1.2072
H -4.2004 -0.7028 2.6925
H -2.1624 0.4430 3.0782
H -0.4016 1.7840 2.0617
H 0.3817 -0.2346 -0.9141
H 2.6003 -0.0477 -2.0465
H 6.8710 1.2819 -0.1707
H 7.8130 -3.4655 2.3853
H 8.3756 -3.8041 0.7502
H 8.8425 -2.2878 1.5426
H 5.5561 -4.0782 0.8922
H 2.4483 -2.2245 0.0709
H 3.1034 -3.8359 0.4675
H 3.1831 -3.2109 -1.1847
H 3.8660 2.8078 0.8194
H 1.6735 2.6426 1.9795
H -2.4437 2.6668 1.3281
H -3.4237 2.4445 2.7810
H -4.7237 -1.9715 -0.1917
H -6.6637 -2.9634 -1.3116
*
```

Values from the calculation:
Lowest unoccupied orbital energy: 0.31 eV
E: -1977.78435 Ha
Gap between HOMO and LUMO: 8.41 eV